(1)
C16H52BO12PtS | wB97M-V/def2-TZVPD

Geometry as XYZ:
```
83
Properties=species:S:1:pos:R:3:forces:R:3:lowdin_spin:R:1
Pt -1.0147 -1.6211 0.0687 -0.04 -3.10 0.53 1.450
B -0.9465 0.5481 0.3815 -0.07 0.97 0.29 0.034
H -1.0660 0.0014 1.3040 -0.67 -0.80 4.05 0.005
H -0.0505 0.1639 -0.0808 3.86 -0.73 -1.98 0.010
H -1.7692 0.3256 -0.2802 -3.28 0.15 -2.38 0.004
H -0.8254 1.6110 0.5226 0.63 3.75 0.53 0.013
S -3.0965 -3.4085 0.3057 -3.41 -3.02 1.09 0.010
O -1.6864 -3.7213 0.1345 4.05 -1.42 -0.95 0.111
O -3.6230 -4.0463 1.4978 -0.36 -1.11 0.11 0.027
O -3.0406 -2.0043 0.6304 -0.79 4.99 0.36 0.115
O -3.8266 -3.7094 -0.9124 -0.19 0.16 -0.57 0.009
C -0.3153 -4.4317 3.0066 -0.38 0.21 -0.22 0.001
C -0.7275 -2.9299 3.0686 -0.23 -1.43 1.27 0.003
O -0.0534 -2.1323 2.1494 0.03 0.05 -0.58 0.058
H -0.3118 -4.7769 1.9727 -0.31 0.13 -0.06 0.000
H -1.0190 -5.0536 3.5599 -0.29 0.12 -0.09 0.000
H 0.6550 -4.7143 3.4150 0.36 0.62 0.18 0.000
H -0.4702 -2.5125 4.0420 -0.16 -0.19 0.46 0.001
H -1.8062 -2.8157 2.9618 0.07 -0.19 -0.39 0.000
H 0.7708 -1.9166 2.5919 0.71 0.45 -0.39 0.002
C -1.9312 4.4390 3.8790 0.25 0.53 -0.60 0.000
C -1.8048 3.5673 2.6359 -0.82 -0.41 0.94 0.000
O -1.0645 2.4292 2.9518 0.85 -0.39 0.90 0.001
H -2.4237 4.0016 4.7474 0.28 -0.58 -0.18 0.000
H -2.5697 5.2862 3.6289 0.19 0.33 -0.10 0.000
H -0.9267 4.7814 4.1278 -0.10 0.19 0.39 0.000
H -1.2902 4.0773 1.8215 -0.46 0.48 -0.17 0.000
H -2.8140 3.2375 2.3892 -0.11 0.29 -0.73 0.000
H -0.8980 1.9394 2.1432 -0.15 -0.39 -0.12 0.001
C 4.6492 -0.0908 -1.2921 0.16 0.94 -0.49 0.000
C 3.6597 0.0499 -2.4453 0.13 -0.91 -0.12 0.000
O 2.3165 0.0372 -1.9518 0.96 -0.59 -0.93 0.001
H 4.5736 -1.0464 -0.7733 -0.40 0.23 0.19 0.000
H 4.4634 0.7956 -0.6855 0.02 -0.38 0.76 0.000
H 5.6925 0.0010 -1.5938 0.04 -0.03 -0.40 0.000
H 3.8074 -0.7799 -3.1364 -0.40 -0.19 -0.05 0.000
H 3.8050 0.9424 -3.0539 0.24 0.28 0.21 0.000
H 2.2540 0.8478 -1.4413 -0.74 0.60 0.88 0.000
C 2.2911 0.7753 2.6600 -0.50 0.28 -1.10 0.000
C 2.9078 -0.5427 2.2103 1.50 0.90 0.42 0.000
O 2.4042 -1.5200 3.0545 -0.79 -1.49 1.47 0.001
H 2.2717 0.9610 3.7339 0.16 -0.65 0.05 0.000
H 1.2654 0.7622 2.2914 -0.17 0.28 0.27 0.000
H 2.7717 1.6519 2.2257 0.05 -0.19 -0.30 0.000
H 3.9871 -0.4989 2.3561 0.34 0.10 -0.07 0.000
H 2.7651 -0.8828 1.1845 -0.44 0.72 -0.31 0.000
H 3.0391 -2.2061 3.2730 0.02 0.06 -0.22 0.000
C -0.3278 -1.0148 -4.0333 -0.34 0.01 1.28 0.002
C -1.3540 -0.5588 -2.9616 0.26 0.11 -1.35 0.008
O -1.5629 -1.6020 -2.0445 -0.20 0.04 -0.95 0.064
H -0.2075 -0.2872 -4.8359 0.08 -0.09 0.03 0.001
H -0.6715 -1.9806 -4.4037 -0.10 0.07 -0.41 0.000
H 0.6039 -1.2297 -3.5100 0.21 0.30 -0.25 0.000
H -2.2962 -0.3599 -3.4724 -0.20 0.29 0.04 0.001
H -1.0691 0.3343 -2.4055 0.19 -0.14 -0.05 0.001
H -2.0130 -2.3070 -2.5158 -0.37 -0.57 0.54 0.003
C 0.8400 3.3251 -1.9892 -0.41 0.92 -0.20 0.000
C 1.4706 3.3839 -0.6102 -0.53 -1.05 -0.25 0.000
O 1.7011 2.0343 -0.1406 1.40 1.41 -0.35 0.001
H 1.5018 2.9647 -2.7768 0.06 -0.19 0.14 0.000
H 0.5233 4.3320 -2.2611 0.21 0.29 -0.19 0.000
H -0.1077 2.7871 -2.0105 0.19 -0.45 0.25 0.000
H 0.8110 3.9375 0.0579 -0.13 -0.19 0.24 0.000
H 2.4075 3.9408 -0.6224 0.21 -0.32 -0.01 0.000
H 0.8700 1.6497 0.1472 -0.71 -0.26 0.05 0.002
C 1.8302 -3.6434 -2.0097 0.19 -1.22 0.85 0.002
C 1.8004 -3.0910 -0.5548 -0.02 -1.12 -2.13 0.006
O 0.9962 -1.9763 -0.7311 0.48 0.83 1.01 0.044
H 0.8511 -3.8578 -2.4380 -0.25 0.17 0.49 0.000
H 2.3651 -4.5928 -2.0335 0.44 0.04 -0.36 0.001
H 2.2742 -2.8786 -2.6470 0.34 -0.16 -0.02 0.000
H 2.8299 -2.8047 -0.3398 0.17 0.07 0.53 0.001
H 1.4061 -3.7382 0.2287 -0.12 -0.04 -0.25 0.000
H 1.5679 -1.3580 -1.1920 -0.17 1.27 -0.35 0.001
C -4.8533 2.9803 -1.7660 -0.16 0.23 0.62 0.000
C -3.6110 2.1371 -1.5112 -0.15 0.54 -0.84 0.000
O -2.9369 2.6060 -0.3465 -1.20 0.37 -0.86 0.001
H -5.4309 2.9815 -0.8416 -0.13 0.24 0.02 0.000
H -5.5269 2.6478 -2.5558 0.28 -0.51 -0.08 0.000
H -4.5929 4.0030 -2.0388 0.13 0.12 0.28 0.000
H -2.9903 2.2642 -2.3981 0.52 0.00 -0.17 0.000
H -3.8833 1.0818 -1.5265 0.07 -0.21 0.70 0.000
H -2.1938 2.0187 -0.1902 0.14 -0.40 0.15 0.001
```
Forces are in eV/Å.

Values from the calculation:
**HOMO-LUMO gap (spin up / spin down)**: 6.07 / 6.99 eV
**Spin multiplicity**: 3
**LUMO (spin up / spin down)**: 2.1806 / 2.1796 eV
**Expectation value of S²**: 2.0040
**Net charge**: -1



(2)
C19H72N14O17 | wB97M-V/def2-TZVPD

Geometry as XYZ:
```
122
Properties=species:S:1:pos:R:3:forces:R:3:mulliken_charge:R:1
C -4.2631 -0.4208 1.8915 0.82 0.65 -1.01 -1.061
C -3.5911 0.3772 0.7615 -0.50 -0.39 1.06 0.490
O -2.6411 -0.4398 0.1145 -1.34 -1.58 -0.11 0.156
H -4.7701 0.3172 2.4905 -0.34 -0.07 0.50 0.476
H -3.4321 -0.8508 2.4365 -0.01 -0.15 0.53 -0.255
H -4.9321 -1.1928 1.5385 -0.35 -0.16 -0.14 0.331
H -2.9371 1.0672 1.2385 -0.21 1.49 0.60 -0.382
H -4.3291 0.8832 0.1155 0.53 -0.29 -0.09 0.338
H -2.1621 0.1362 -0.4455 0.96 1.06 -1.29 -0.534
C 2.2309 -3.1028 2.8575 1.62 0.71 0.83 -1.270
C 1.1929 -3.2358 1.7805 0.41 1.94 -1.02 0.970
O 0.1469 -3.9818 2.3075 -0.86 -1.22 -0.06 -0.819
H 3.0139 -2.3138 2.6205 -0.91 -1.16 -0.03 -0.012
H 2.7139 -4.0738 3.0145 0.13 0.16 -0.10 0.493
H 1.8539 -2.8048 3.8715 -0.09 -0.19 -1.07 0.321
H 1.6159 -3.6188 0.8225 -0.14 -0.19 0.83 0.235
H 0.8029 -2.2238 1.5075 0.28 -0.41 0.21 -0.330
H -0.5071 -4.2238 1.6105 0.83 0.25 0.60 0.324
C 0.8029 4.0512 -3.3335 -1.97 -5.97 -2.88 0.381
O 0.1739 3.1692 -4.1715 3.31 5.20 4.14 -0.658
N 1.4609 3.6902 -2.2375 1.02 -2.44 0.66 0.107
N 0.7799 5.3592 -3.3305 -2.04 5.59 -6.21 -0.462
H 1.4919 2.6712 -2.1615 0.31 -0.04 0.94 -0.400
H 1.8969 4.2992 -1.5235 -0.40 -0.73 -1.16 0.325
H 0.5129 5.8232 -4.3095 0.57 -1.51 2.83 0.355
H 1.5169 5.8942 -2.9285 0.60 -0.09 0.43 0.216
C -1.5911 5.3692 -0.6885 -4.19 3.92 5.48 0.491
O -2.4281 5.7612 0.3025 3.41 -2.16 -4.14 -0.788
N -1.2271 6.2072 -1.6305 -1.41 5.16 -1.63 -0.303
N -0.9181 4.2632 -0.7485 0.41 -2.69 0.92 -0.338
H -1.6281 7.2072 -1.6055 0.73 -2.67 0.04 0.252
H -0.6301 5.9692 -2.4135 -0.28 -0.10 0.37 0.325
H -0.8921 3.6622 0.0765 -0.40 0.20 -0.48 -0.069
H -0.1581 4.2482 -1.3975 0.19 -0.52 0.22 0.648
C -1.3441 -1.5908 4.4185 1.68 3.97 -5.48 -0.092
O -1.1171 -0.7618 3.3605 -0.90 -2.86 3.14 0.212
N -2.2111 -1.2918 5.3045 -3.97 2.59 2.63 -0.286
N -0.6791 -2.6908 4.5455 2.12 -2.76 0.72 -0.261
H -2.7401 -0.4128 5.0785 0.57 -0.54 0.55 0.225
H -2.5561 -1.8638 6.0935 0.72 0.35 -1.19 0.235
H -0.2041 -3.0458 3.7205 0.07 -0.10 0.06 0.119
H -0.3141 -2.9588 5.4575 -0.50 -0.10 -0.46 0.260
C -3.2321 -1.8868 -3.7205 7.25 2.75 -1.88 0.415
O -1.9641 -1.6968 -4.2835 -5.98 -1.73 2.32 -0.672
N -3.4261 -2.4488 -2.5555 -0.78 -1.45 2.62 -0.156
N -4.2191 -1.1418 -4.1405 -5.06 1.86 -2.95 -0.393
H -2.5641 -2.6678 -2.0355 -0.03 -0.33 -0.19 0.071
H -4.2241 -2.2138 -1.9065 1.20 -0.13 -1.69 0.272
H -4.1691 -0.5758 -5.0175 0.54 -1.11 1.27 0.261
H -5.2411 -1.3748 -3.9205 2.38 0.33 -0.13 0.210
C -2.1381 2.3842 4.5245 -6.95 -4.99 0.62 0.482
O -3.1861 1.4972 4.6445 4.55 3.97 -0.40 -0.771
N -1.0111 2.0262 3.9825 3.24 1.23 -0.09 -0.186
N -2.2671 3.6442 4.8425 1.94 3.06 0.81 -0.359
H -0.8561 1.1182 3.6315 -0.12 -1.99 0.00 -0.418
H -0.1951 2.5832 4.2495 -0.24 -0.55 -0.23 0.354
H -3.1451 3.9442 5.2125 -0.14 0.21 0.21 0.272
H -1.4071 4.2992 4.8505 -2.45 -1.46 -0.09 0.218
C -1.9701 -3.7298 0.0475 2.68 3.03 -4.74 -0.005
O -1.3531 -3.1758 -1.1135 -2.38 -2.96 5.53 -0.939
N -2.7871 -3.0638 0.7655 -2.87 4.27 0.60 -0.083
N -1.6561 -4.8628 0.5595 1.78 -5.98 1.22 -0.420
H -2.8791 -2.0918 0.4435 0.00 0.03 0.08 0.132
H -3.1681 -3.1788 1.7045 0.61 -0.82 -0.57 0.316
H -1.0521 -5.5088 0.0325 -0.70 0.23 -0.18 0.454
H -2.0781 -5.3618 1.3925 0.14 1.53 -1.57 0.284
C 0.5749 0.1672 -0.6155 2.39 3.74 -2.51 -0.605
O 1.2709 1.1582 -1.2855 -3.11 -4.03 3.83 0.311
N 0.3989 -0.9708 -1.2155 -0.85 -2.75 -0.28 1.947
N 0.0919 0.2532 0.6335 0.36 2.46 1.48 2.137
H 0.5479 -0.9158 -2.2055 -0.18 -0.06 -0.85 -0.319
H -0.2801 -1.7238 -0.9015 0.74 1.18 -0.38 -0.128
H -0.1641 1.2042 0.9775 0.40 -0.68 -0.65 -0.347
H -0.4751 -0.3758 1.1665 -0.42 -1.26 -0.66 -0.547
C 3.7899 -2.0178 -1.0905 0.34 -1.30 -0.75 -0.030
O 2.7429 -2.9608 -1.2475 0.88 -1.15 -0.45 -0.504
H 4.7749 -2.4968 -1.2875 -0.76 0.06 0.20 0.369
H 3.7389 -1.6958 -0.0925 0.37 0.91 1.45 0.034
H 3.6959 -1.2098 -1.7845 -0.10 0.74 -0.35 -0.065
H 1.9159 -2.5038 -1.1745 -0.72 0.72 -0.03 0.141
C 4.3459 1.7532 -3.2385 -2.79 0.32 1.01 -0.367
O 4.2579 0.9622 -4.3945 0.11 -1.33 1.17 -0.485
H 5.1969 1.5292 -2.6795 1.77 -0.61 0.77 0.289
H 3.4649 1.4322 -2.5435 1.30 1.02 -1.18 -0.025
H 4.3869 2.8582 -3.3815 -0.48 -0.72 -0.23 0.330
H 4.3139 1.4372 -5.1855 0.12 1.30 -1.53 0.271
C 4.8429 1.1682 0.2915 0.36 -0.16 1.20 -0.855
O 3.6449 1.7702 0.0985 -2.02 1.42 -0.74 -0.455
H 4.8749 0.2082 -0.1895 0.66 -0.42 -0.38 0.181
H 4.9869 1.0792 1.3545 0.51 -0.66 0.76 0.291
H 5.5349 1.8972 -0.0205 1.52 0.33 -0.83 0.335
H 2.9669 1.1382 0.3145 -0.73 -0.11 0.02 0.029
C 2.2329 0.0902 3.5875 1.49 -2.33 0.11 -0.997
O 2.3639 0.0912 2.1875 -0.80 0.88 -0.24 -0.066
H 3.0919 -0.5308 3.9015 -0.37 0.20 0.45 0.365
H 1.3429 -0.4378 3.8595 -0.70 -0.31 0.36 0.084
H 2.3069 0.9642 4.1965 -0.02 1.52 -0.34 0.337
H 1.4509 0.0372 1.8145 0.73 0.20 -0.14 -0.029
C -1.7371 1.2142 -2.6275 0.52 1.55 -0.41 0.208
O -2.1391 1.9762 -1.5115 -0.95 -1.06 1.16 -0.580
H -2.2531 1.5772 -3.4985 -0.29 -0.07 -0.67 0.454
H -1.9921 0.2062 -2.4545 -0.27 -1.27 0.11 -0.229
H -0.6781 1.3262 -2.8065 0.25 -0.25 -0.12 -0.119
H -1.7631 2.8532 -1.4665 0.26 0.26 -0.38 0.522
C 0.7819 3.1642 1.3235 0.87 1.65 1.89 -0.560
O -0.5241 2.6522 1.4175 -0.20 0.10 0.27 -0.412
H 1.5279 2.6322 1.9115 -0.08 -0.42 0.10 0.231
H 0.7329 4.1922 1.7105 0.32 0.02 -0.10 0.331
H 1.1689 3.2232 0.3435 -0.03 -0.45 -1.19 -0.302
H -0.7601 2.6882 2.3685 -0.41 -0.08 -0.58 -0.070
C 1.8049 -1.1638 -3.9925 0.93 -0.99 -2.20 -0.423
O 0.5659 -0.5318 -3.9605 -0.35 0.45 0.46 -0.371
H 2.2579 -1.0398 -4.9945 -0.04 -0.06 0.23 0.389
H 1.7949 -2.2758 -3.8385 -0.20 0.86 0.41 0.197
H 2.4999 -0.6428 -3.3515 -0.13 -0.02 0.51 -0.350
H -0.0561 -0.8458 -4.6285 -0.03 -0.34 0.26 0.231
C 0.6999 -5.5248 -1.2205 2.20 -0.29 -2.15 -0.004
O -0.3821 -6.4198 -1.2875 -0.57 -0.16 1.69 -0.604
H 1.4069 -6.0048 -0.5695 0.61 -0.01 0.35 0.257
H 0.5639 -4.4878 -0.8885 -0.72 -0.41 -0.29 -0.427
H 1.1369 -5.5368 -2.2665 -0.01 0.59 1.34 0.372
H -0.6991 -6.4318 -2.1655 -0.78 0.09 -1.31 0.332
```
Forces are in eV/Å.

Values from the calculation:
**HOMO-LUMO gap**: 8.68 eV
**LUMO**: 0.1177 eV
**Net charge**: 0



(3)
C13H31N2O4 | wB97M-V/def2-TZVPD

Geometry as XYZ:
```
50
Properties=species:S:1:pos:R:3:forces:R:3:nbo_charge:R:1
C -2.4440 -3.5540 -0.9258 0.00 0.07 0.15 -0.639
C -2.8305 -2.0213 -1.3256 1.27 -1.14 -0.97 -0.241
N -4.2021 -1.9491 -1.9163 1.51 -0.01 -0.26 -0.530
N -5.0663 -1.0904 -1.2236 -1.84 0.40 1.05 -0.713
C -5.8799 -1.7945 -0.2155 -0.34 0.35 -0.65 -0.227
C -6.3249 -3.2886 -0.5875 -1.51 0.05 1.26 -0.534
C -7.5974 -3.3788 -1.5493 1.86 -2.65 -2.88 0.801
O -7.5315 -4.2028 -2.5025 -0.90 2.90 3.16 -0.598
O -8.7859 -2.6162 -1.3771 1.55 -0.11 -0.11 -0.761
H -3.3308 -4.2673 -1.0490 1.06 1.22 0.12 0.207
H -2.1086 -3.6263 0.1732 -0.23 0.02 -1.64 0.185
H -1.6310 -3.9460 -1.6402 -1.01 0.52 1.29 0.185
H -2.0771 -1.7408 -2.1575 -0.89 -0.26 1.23 0.151
H -2.6386 -1.3106 -0.4583 -0.65 -0.82 -0.98 0.182
H -4.0842 -1.5322 -2.8580 -0.18 -0.40 0.94 0.325
H -6.8617 -1.1890 -0.1137 1.37 -0.84 0.08 0.164
H -5.4309 -1.7944 0.8547 -0.38 -0.40 -1.06 0.105
H -5.5114 -3.9567 -1.0042 -1.14 1.15 0.17 0.247
H -6.6591 -3.7811 0.4043 0.28 0.65 -1.34 0.201
H -8.7181 -1.8153 -1.9403 0.17 -0.66 0.44 0.496
C -0.6408 2.1997 -2.1946 0.22 0.03 -0.05 -0.642
C -0.8310 1.3537 -0.9473 -0.14 -0.06 -0.08 -0.077
O -0.0236 0.1835 -0.9258 0.10 -0.10 0.00 -0.529
C 1.3802 0.3840 -0.9637 -0.16 0.00 0.18 -0.060
C 1.9144 1.1860 0.2133 -0.06 0.17 -0.05 -0.648
H -0.8182 1.6046 -3.0934 -0.07 0.01 0.08 0.215
H -1.3328 3.0449 -2.1887 -0.01 -0.08 0.01 0.213
H 0.3734 2.6000 -2.2610 -0.01 0.08 0.01 0.189
H -1.8690 1.0138 -0.9098 0.15 -0.20 0.04 0.217
H -0.6649 1.9446 -0.0404 0.06 0.09 -0.01 0.150
H 1.6742 0.8379 -1.9153 0.06 0.12 -0.01 0.153
H 1.8342 -0.6105 -0.9414 -0.23 -0.02 -0.05 0.182
H 1.5210 2.2061 0.2144 0.10 -0.04 -0.01 0.200
H 3.0040 1.2483 0.1689 -0.03 0.01 0.03 0.218
H 1.6223 0.7218 1.1583 0.02 -0.04 -0.06 0.208
C 7.6038 2.8845 1.4173 0.07 -0.14 0.08 -0.644
C 6.1423 3.2446 1.6225 0.03 -0.06 -0.03 -0.062
O 5.2654 2.1305 1.5449 -0.08 0.01 -0.13 -0.535
C 5.4733 1.0941 2.4935 -0.11 0.01 0.11 -0.065
C 5.3172 1.5483 3.9366 0.14 0.22 -0.01 -0.644
H 7.7419 2.3640 0.4668 -0.03 0.08 0.02 0.213
H 8.2206 3.7861 1.4185 -0.05 -0.03 -0.02 0.212
H 7.9727 2.2277 2.2073 0.03 0.07 0.02 0.201
H 5.8361 3.9327 0.8309 -0.16 -0.17 0.03 0.188
H 5.9965 3.7757 2.5686 0.08 -0.01 0.06 0.159
H 6.4465 0.6206 2.3325 0.08 0.02 0.06 0.157
H 4.7192 0.3305 2.2859 0.01 0.17 -0.18 0.194
H 6.0768 2.2861 4.2091 -0.01 -0.10 0.04 0.198
H 5.4176 0.6991 4.6153 -0.03 0.02 -0.05 0.215
H 4.3405 2.0127 4.0890 0.02 -0.09 -0.02 0.216
```
Forces are in eV/Å.

Values from the calculation:
**HOMO-LUMO gap**: 3.57 eV
**LUMO**: 2.1487 eV
**Net charge**: -1



(4)
C5H13NO | wB97M-V/def2-TZVPD

Geometry as XYZ:
```
20
Properties=species:S:1:pos:R:3:forces:R:3:nbo_charge:R:1
C -1.7106 1.8049 -1.3884 -0.62 1.14 1.63 -0.430
N -0.4826 1.0498 -0.9784 -1.16 0.26 0.31 -0.635
C -0.7602 0.1639 0.1803 2.48 -0.32 -0.87 -0.019
C -2.0497 -0.6702 0.1239 -3.15 0.66 0.57 -0.683
C 0.5133 -0.8545 0.4413 -4.07 -0.83 -0.18 -0.459
C 1.9641 -0.6142 0.2731 2.93 3.16 0.53 -0.103
O 2.8623 -0.7510 1.4110 -1.40 -1.75 0.18 -0.704
H -2.5043 1.5793 -0.5714 1.08 0.77 -1.56 0.188
H -2.1077 1.3892 -2.3411 0.17 0.77 0.51 0.194
H -1.5868 3.0063 -1.3848 -0.04 -2.90 -0.33 0.201
H -0.2032 0.4858 -1.7602 0.22 -0.26 -0.27 0.346
H -0.8643 0.8289 1.0250 0.22 0.20 0.32 0.184
H -2.0834 -1.7883 0.1554 0.73 0.95 0.11 0.229
H -2.7243 -0.2736 0.9817 1.09 -1.11 -0.95 0.216
H -2.7574 -0.3881 -0.7209 1.32 -0.43 0.53 0.225
H 0.3427 -1.5923 -0.3349 -0.62 -0.53 -0.07 0.196
H 0.0255 -1.2913 1.3626 1.75 -0.08 -0.42 0.228
H 2.1689 0.4635 0.2133 -0.64 -0.01 -1.34 0.206
H 2.4710 -1.1323 -0.5882 -1.01 0.33 0.65 0.173
H 2.5612 -1.6069 1.7430 0.71 -0.02 0.67 0.449
```
Forces are in eV/Å.

Values from the calculation:
**HOMO-LUMO gap**: 9.95 eV
**LUMO**: 0.9055 eV
**Structure (SMILES)**: CN[C@@H](C)CCO
**Net charge**: 0